Record 1
Formula: C48H50CdN3Sb2
Source: OMol25
Level of theory: wB97M-V/def2-TZVPD

Computed properties:
Electronic energy (a.u.): -2671.26192
Spin multiplicity: 1
Energy relative to the best compared isomer or geometry (same formula, charge and spin) (kcal/mol): 38.7
HOMO energy (eV): -9.86
LUMO level (eV): -4.18
Kohn-Sham gap (eV): 5.69
Net charge: +1

Atoms and positions in Å:
Cd -0.22627 1.17840 1.12986
C 0.11680 -0.13701 4.45639
C -1.30563 0.12335 4.31821
C -1.48698 1.28484 3.62570
C -0.16199 1.81305 3.25458
C 0.80900 0.87309 3.85881
C 2.27800 1.14203 3.94472
C 0.08968 3.30541 3.31957
C -2.77735 2.03311 3.47375
C -2.40622 -0.71768 4.89706
C 0.70623 -1.33172 5.14814
H 2.50622 1.74671 4.82789
H 2.65523 1.68102 3.07479
H 2.85075 0.22023 4.02875
H -0.58620 3.88098 2.68328
H 1.11214 3.55936 3.03754
H -0.06210 3.65253 4.34711
H -2.71836 2.81015 2.70876
H -3.04894 2.53143 4.40859
H -3.60858 1.37263 3.21987
H -2.82918 -0.25658 5.79304
H -2.05523 -1.71002 5.17870
H -3.22835 -0.84572 4.18837
H 0.88242 -2.15833 4.45290
H 0.04846 -1.70492 5.93275
H 1.65974 -1.08805 5.61591
C 2.32290 5.74366 -1.35083
C 2.56784 4.71218 -0.45557
C 1.53241 3.86858 -0.09015
C 0.26214 4.06521 -0.61674
C 0.01097 5.09369 -1.51873
C 1.04897 5.93083 -1.88107
N -0.73722 3.13369 -0.20046
N -1.90692 3.36561 -0.53584
C -2.87052 2.38012 -0.14201
C -4.19081 2.75716 -0.28221
C -5.17777 1.84622 0.06245
C -4.79645 0.59618 0.51348
C -3.44408 0.30391 0.61544
N -2.49080 1.17809 0.29370
H 3.12873 6.40324 -1.64344
H 3.55804 4.56211 -0.04794
H 1.71011 3.05633 0.60881
H -0.98073 5.21955 -1.92939
H 0.86885 6.73365 -2.58266
H -4.41617 3.74572 -0.65583
H -6.22287 2.10786 -0.03091
H -5.52620 -0.15427 0.78157
H -3.11701 -0.67039 0.95680
C -1.21131 -0.61383 -2.49981
C -0.16567 0.33170 -3.10740
C 0.95674 0.77390 -2.16290
Sb 1.91567 -0.84130 -1.08794
C 3.56261 0.26470 -0.27999
C 4.47082 0.96899 -1.07252
C 5.61334 1.52130 -0.51586
C 5.87527 1.36046 0.83997
C 4.98433 0.66138 1.63665
C 3.82985 0.11875 1.07940
C 3.02741 -1.62118 -2.73213
C 3.50599 -2.92611 -2.64476
C 4.29423 -3.45395 -3.65718
C 4.59959 -2.68479 -4.77157
C 4.11467 -1.38941 -4.87268
C 3.33252 -0.85804 -3.85420
Sb -0.63716 -2.71649 -2.45648
C -1.04234 -3.18602 -0.39774
C -1.18195 -4.53245 -0.06289
C -1.34648 -4.92441 1.25999
C -1.36666 -3.97577 2.27392
C -1.23063 -2.63115 1.95820
C -1.07242 -2.25492 0.63096
C -2.52632 -3.44327 -3.14967
C -2.60233 -3.95831 -4.44257
C -3.80460 -4.44881 -4.93868
C -4.93885 -4.43631 -4.14141
C -4.87286 -3.92997 -2.84970
C -3.67298 -3.43732 -2.35604
H -2.11167 -0.61168 -3.11631
H -1.51038 -0.27827 -1.50498
H -0.67903 1.23397 -3.45885
H 0.27598 -0.12386 -3.99863
H 0.53654 1.44177 -1.40108
H 1.70511 1.37059 -2.68675
H 4.29711 1.08256 -2.13590
H 6.31048 2.06301 -1.14220
H 6.77968 1.77080 1.26965
H 5.19411 0.52959 2.69029
H 3.14488 -0.43882 1.71033
H 3.26002 -3.54185 -1.78657
H 4.66417 -4.46791 -3.57977
H 5.21215 -3.09671 -5.56253
H 4.34221 -0.79122 -5.74552
H 2.95281 0.15163 -3.95811
H -1.17279 -5.28992 -0.83945
H -1.45176 -5.97438 1.50004
H -1.48450 -4.28396 3.30469
H -1.23711 -1.87919 2.73799
H -0.95310 -1.20036 0.39033
H -1.72030 -3.98230 -5.07277
H -3.85168 -4.84873 -5.94316
H -5.87351 -4.82523 -4.52342
H -5.75672 -3.92697 -2.22437
H -3.62992 -3.05718 -1.34140

Cartesian forces, eV/Å:
Cd -0.40 0.11 0.21
C -0.07 -0.08 0.07
C 0.00 -0.12 0.03
C -0.02 0.09 -0.02
C 0.17 -0.08 0.00
C -0.05 0.04 -0.01
C 0.01 0.01 -0.04
C 0.03 -0.02 0.04
C 0.03 -0.01 -0.02
C 0.03 0.02 -0.04
C -0.02 0.04 -0.03
H 0.00 0.02 -0.01
H -0.01 0.01 0.00
H 0.04 -0.04 0.01
H -0.01 -0.01 0.00
H 0.00 0.01 -0.02
H 0.01 0.00 0.00
H -0.01 -0.01 -0.02
H 0.01 0.02 0.00
H -0.02 -0.02 0.00
H 0.02 0.00 0.01
H -0.01 -0.01 -0.02
H 0.00 0.00 0.00
H -0.01 0.00 0.00
H 0.00 0.02 0.02
H 0.01 -0.01 -0.01
C -0.01 -0.02 0.00
C -0.01 0.01 -0.01
C 0.01 -0.05 0.03
C -0.15 -0.15 0.13
C -0.07 0.04 -0.05
C 0.01 0.01 0.01
N -0.08 0.04 -0.22
N 0.24 -0.11 0.14
C 0.16 0.06 -0.11
C -0.10 0.06 -0.04
C 0.01 0.02 -0.02
C 0.02 -0.02 -0.01
C 0.02 -0.06 0.02
N 0.14 0.07 0.03
H 0.00 0.01 0.00
H 0.00 -0.02 0.00
H 0.04 0.00 -0.01
H 0.00 0.01 0.01
H 0.00 0.00 -0.01
H 0.00 0.00 0.00
H 0.00 0.00 0.00
H 0.00 -0.01 0.00
H 0.04 0.00 0.03
C 0.14 0.07 -0.02
C -0.01 0.04 0.02
C -0.17 -0.10 0.01
Sb 0.36 0.28 -0.04
C 0.01 -0.03 0.03
C -0.11 0.08 0.02
C -0.02 0.01 -0.01
C 0.00 0.01 0.00
C -0.04 0.03 0.03
C 0.04 0.04 -0.05
C -0.04 -0.08 0.02
C -0.01 0.03 -0.01
C -0.01 0.01 -0.02
C 0.01 -0.01 0.02
C -0.02 0.01 0.03
C -0.06 -0.06 -0.05
Sb -0.18 -0.11 -0.04
C 0.05 0.00 -0.05
C -0.05 0.03 0.05
C 0.00 0.02 -0.02
C -0.01 0.01 -0.02
C -0.02 -0.03 -0.01
C 0.00 0.01 0.04
C 0.01 -0.08 -0.03
C -0.06 0.03 0.04
C 0.01 0.01 0.02
C 0.00 0.01 0.00
C 0.02 0.02 0.00
C 0.01 0.02 -0.06
H -0.02 -0.01 0.02
H -0.01 -0.01 0.01
H 0.01 0.00 -0.04
H 0.01 -0.03 0.01
H 0.04 -0.02 -0.01
H 0.03 0.00 0.01
H 0.00 -0.03 -0.02
H 0.01 0.00 -0.01
H 0.00 0.01 0.00
H -0.03 -0.01 0.02
H 0.02 -0.02 -0.01
H 0.01 0.00 0.01
H 0.01 0.00 0.00
H 0.00 0.00 -0.01
H 0.00 0.01 0.00
H 0.02 0.01 0.00
H 0.02 -0.01 0.00
H -0.01 -0.01 0.00
H 0.00 0.00 0.01
H 0.01 0.01 0.01
H -0.02 0.00 -0.02
H 0.01 -0.02 0.00
H 0.00 0.00 -0.01
H 0.00 0.00 0.00
H 0.00 0.00 0.00
H 0.01 -0.01 0.02

***

Record 2
Formula: C19H21ClN2O4S
Source: OMol25
Level of theory: wB97M-V/def2-TZVPD

Computed properties:
Electronic energy (a.u.): -2005.48351
Spin multiplicity: 1
Energy relative to the best compared isomer or geometry (same formula, charge and spin) (kcal/mol): 15.5
SMILES: COc1ccccc1CNC(=O)[C@@H]1CCCN1S(=O)(=O)c1ccc(Cl)cc1
HOMO energy (eV): -8.62
LUMO level (eV): 0.37
Kohn-Sham gap (eV): 8.99

Atoms and positions in Å:
C -0.39262 -1.30197 -2.81252
O -0.44765 -1.46627 -1.41627
C -1.65292 -1.40688 -0.78759
C -2.84895 -1.08024 -1.41590
C -4.03140 -1.04549 -0.69621
C -4.03430 -1.32111 0.65702
C -2.84352 -1.64187 1.28722
C -1.65169 -1.70261 0.58606
C -0.37419 -2.10741 1.27260
N 0.70485 -1.18255 1.00761
C 1.80383 -1.54317 0.31730
O 2.14156 -2.69123 0.12682
C 2.63116 -0.36224 -0.21160
C 4.11868 -0.52872 0.10683
C 4.21982 0.12045 1.48520
C 3.23425 1.28961 1.40112
N 2.24494 0.89954 0.39874
S 1.65645 2.08529 -0.62175
O 2.16184 3.35764 -0.19635
O 1.81155 1.70459 -1.99689
C -0.09798 2.03551 -0.24025
C -1.01909 2.05459 -1.26877
C -2.37316 2.04232 -0.98163
C -2.78253 2.00920 0.34408
Cl -4.45987 2.00713 0.71169
C -1.85861 1.99094 1.38033
C -0.50783 2.01240 1.08036
H 0.64931 -1.46386 -3.08261
H -0.68603 -0.29132 -3.11103
H -1.01917 -2.03722 -3.32699
H -2.86834 -0.86212 -2.47171
H -4.95250 -0.79848 -1.20241
H -4.95450 -1.28950 1.21920
H -2.84041 -1.86772 2.34374
H -0.54264 -2.18227 2.35239
H -0.03371 -3.08002 0.90006
H 0.48794 -0.19703 1.04137
H 2.44019 -0.30668 -1.28734
H 4.40051 -1.57958 0.10599
H 4.72274 0.01285 -0.62131
H 5.22677 0.45583 1.72292
H 3.89329 -0.58755 2.24759
H 2.73434 1.47594 2.35597
H 3.71900 2.21568 1.08232
H -0.65634 2.08704 -2.28391
H -3.10709 2.06687 -1.77130
H -2.19753 1.97077 2.40390
H 0.23157 2.03089 1.86587

Cartesian forces, eV/Å:
C 0.01 -0.01 -0.25
O -0.15 -0.10 0.26
C -0.15 -0.02 0.18
C 0.21 -0.09 -0.21
C -0.04 -0.11 0.09
C -0.13 -0.06 -0.02
C 0.03 0.00 -0.12
C 0.21 0.06 -0.12
C 0.11 -0.22 -0.04
N -0.20 0.27 0.36
C 0.10 0.45 0.25
O 0.17 -0.34 -0.26
C 0.06 -0.78 -0.54
C -0.15 -0.01 0.08
C -0.17 -0.01 -0.13
C 0.37 0.60 0.63
N -0.19 0.67 -0.82
S -0.55 0.06 0.28
O 0.03 -0.15 0.26
O -0.09 -0.22 0.05
C 0.50 -0.02 -0.22
C 0.12 0.03 -0.11
C 0.01 0.10 0.20
C 0.34 0.01 -0.14
Cl -0.35 0.15 0.09
C 0.04 0.02 -0.08
C -0.06 0.11 0.07
H -0.07 0.02 -0.05
H -0.02 -0.03 0.00
H 0.01 0.04 0.02
H 0.03 0.03 -0.12
H -0.08 0.04 -0.05
H -0.08 0.02 0.05
H 0.04 -0.02 0.13
H -0.04 -0.10 -0.14
H -0.05 0.08 0.14
H 0.08 -0.15 -0.04
H 0.06 -0.18 0.13
H 0.01 0.03 -0.07
H -0.02 0.01 -0.05
H -0.01 0.01 0.08
H 0.04 -0.02 0.04
H 0.13 0.04 -0.02
H 0.03 -0.11 0.16
H -0.05 -0.02 -0.16
H -0.06 -0.02 -0.06
H -0.04 -0.01 0.08
H 0.04 -0.04 0.19